Entry 1:
Below is a 5-piece molecular cluster, C3H16O5 overall, with properties calculated with ωB97M-V/def2-TZVPD.

Values from the calculation:
- HOMO-LUMO gap (Ha) = 0.3968
- ΔE to the lowest compared entry with this formula, charge and spin (kJ/mol) = 0.0
- SMILES string = CC(C)O.O.O.O.O

Structure (ORCA input):
```
! wB97M-V def2-TZVPD RIJCOSX def2/J DEFGRID3
* xyz 0 1
H 0.1048 0.4135 2.6531
O -2.6842 -0.5406 -0.2500
H 1.2481 -0.7645 -1.1086
H 1.5124 2.2281 -1.7342
H -0.2942 -1.3768 3.1342
H 1.0720 0.3561 -3.5618
C 0.8399 0.2032 -1.4061
H -1.8746 -0.0257 -0.5030
C 0.2967 0.1613 -2.8202
H 0.4885 1.9495 2.5072
H -3.0704 -0.7981 -1.1037
H 2.1982 1.4898 -0.2843
H -0.0799 -0.8078 -3.1630
H -0.4654 0.9277 -2.9623
H -0.0135 0.4478 0.3796
O 0.0605 1.1986 2.0968
O 0.6372 -1.0926 3.1441
H 1.0208 -0.9599 4.0155
H -2.2426 -1.4109 1.2770
H 2.7322 1.0359 -1.9692
O -0.2563 0.5510 -0.5580
H -1.4203 -2.6434 1.5406
O -1.7083 -1.8400 1.9865
C 1.8985 1.2979 -1.3102
*
```

Entry 2:
Below is C3H16O5 as an isolated structure, with properties calculated with ωB97M-V/def2-TZVPD.

Values from the calculation:
- HOMO-LUMO gap (Ha) = 0.1712
- ΔE to the lowest compared entry with this formula, charge and spin (kJ/mol) = 904.3

Structure (ORCA input):
```
! wB97M-V def2-TZVPD RIJCOSX def2/J DEFGRID3
* xyz 0 1
H -0.1756 0.8085 -2.1409
H 2.2622 0.4474 0.6888
H 0.1853 -2.7528 -0.2705
H 1.5521 -1.9077 2.2637
C 0.4566 1.2036 -0.1351
H -1.5750 -0.9985 0.8630
C 0.7025 0.6262 -1.5380
O 1.3042 -1.1458 1.7130
O 0.8141 -2.0332 -0.4645
O -1.6998 -1.0141 -0.8079
H -2.2465 0.4274 -0.7791
H 1.5014 1.1405 -1.9957
H -0.1609 0.4169 0.3874
H 2.4039 2.1266 0.1706
H -2.3797 -1.6151 -1.2021
H 1.1213 -1.6056 0.5341
C 1.7352 1.4140 0.5925
H -3.5819 1.2638 -0.8330
H 1.5161 1.7461 1.5913
H -0.1134 2.0873 -0.0559
O -2.6241 1.3466 -0.6895
H 0.9359 -0.4146 -1.4525
O -1.4115 -0.6098 1.7284
H -0.5222 -0.9579 1.8320
*
```

Entry 3:
Below is a 5-piece molecular cluster, C3H17Br2N3O3 overall, with properties calculated with ωB97M-V/def2-TZVPD.

Values from the calculation:
- HOMO-LUMO gap (Ha) = 0.3308
- ΔE to the lowest compared entry with this formula, charge and spin (kJ/mol) = 54.7

Structure (ORCA input):
```
! wB97M-V def2-TZVPD RIJCOSX def2/J DEFGRID3
* xyz 2 1
C 2.5491 2.3227 0.7111
H -1.0976 0.9056 3.3417
H -2.7439 -3.4999 -2.3166
N -1.6889 0.4250 2.6585
H -3.0866 -3.1208 -0.7246
H -1.9617 1.0019 -2.6844
H 4.6720 2.2182 0.6777
O -0.7918 0.6837 -0.0370
H 1.7356 2.1789 0.0026
H -4.0971 -2.6652 -1.9588
N 1.1085 -1.4286 -0.0511
H 2.5339 3.3377 1.0951
H -2.6150 0.1524 2.9871
H -1.1756 -0.4023 2.3578
Br 2.2353 1.1307 2.2095
H 0.3375 -0.7147 -0.1070
H 1.1825 -1.7914 -1.0059
H -1.7721 1.0122 1.8106
H -2.5501 -1.8947 -1.7781
H 2.0325 -0.9921 0.1275
C -1.2734 0.4747 -1.1713
C 3.8605 2.0206 -0.0182
O -1.6084 1.5405 -1.9542
N -3.1204 -2.7896 -1.6852
O -1.5483 -0.6502 -1.7138
Br 4.0577 0.1125 -0.4387
H 0.8430 -2.1667 0.5927
H 3.9828 2.5989 -0.9270
*
```